{"formula": "C20H44BF9N4O10", "method": "ωB97M-V/def2-TZVPD", "homo_lumo_gap_ev": 7.89, "lumo_energy_ev": -1.594, "max_force_ha_per_bohr": 0.0443, "total_energy_ha": -2683.5022, "elements": ["O", "B", "O", "O", "C", "N", "N", "C", "C", "F", "F", "C", "F", "F", "C", "F", "F", "C", "F", "F", "F", "N", "N", "H", "H", "C", "C", "O", "H", "H", "H", "H", "H", "H", "C", "C", "O", "H", "H", "H", "H", "H", "H", "C", "C", "O", "H", "H", "H", "H", "H", "H", "C", "C", "O", "H", "H", "H", "H", "H", "H", "C", "C", "O", "H", "H", "H", "H", "H", "H", "C", "C", "O", "H", "H", "H", "H", "H", "H", "C", "C", "O", "H", "H", "H", "H", "H", "H"], "positions_angstrom": [[1.11008, 8.05997, 2.11513], [-0.08548, 8.77455, 2.17438], [-0.07062, 10.08926, 2.42574], [-1.29719, 8.09101, 1.97240], [-1.20125, 7.35498, 0.86047], [-1.29395, 8.01372, -0.27065], [-1.16636, 7.29040, -1.37089], [-0.97014, 6.01368, -1.19180], [-0.77053, 5.17979, -2.45865], [-1.48864, 5.71583, -3.40940], [-1.21238, 3.95934, -2.27587], [0.72912, 5.18778, -2.89079], [0.75637, 5.29895, -4.20654], [1.36106, 6.23863, -2.42795], [1.54443, 3.91126, -2.55882], [2.76791, 4.13936, -3.00780], [1.08759, 2.89661, -3.22063], [1.69655, 3.56962, -1.05840], [0.67725, 2.93591, -0.58862], [2.74188, 2.78713, -0.94488], [1.92967, 4.63276, -0.32781], [-0.91880, 5.35070, -0.06392], [-1.04289, 6.06227, 1.03834], [1.51692, 8.10501, 1.24121], [0.79522, 10.45337, 2.21011], [-0.85906, 1.27006, 2.44015], [-2.19833, 1.94741, 2.23587], [-2.30016, 3.15418, 2.99628], [-0.70494, 1.03241, 3.49393], [-0.80574, 0.34854, 1.86153], [-0.03891, 1.92605, 2.13507], [-3.00380, 1.28998, 2.55908], [-2.34785, 2.18251, 1.17866], [-1.59645, 3.74483, 2.70386], [1.34335, -2.98613, 1.15190], [0.71337, -2.33043, 2.36649], [-0.66961, -2.06388, 2.13191], [1.23643, -2.34465, 0.27613], [2.40307, -3.18221, 1.31616], [0.84529, -3.93145, 0.92083], [1.19646, -1.37790, 2.58134], [0.80940, -2.97245, 3.24894], [-1.10551, -2.90410, 1.95010], [4.17077, -2.14426, 4.69565], [4.46057, -1.71944, 3.26747], [3.87110, -0.45218, 2.98640], [3.09445, -2.19580, 4.86526], [4.60803, -3.12042, 4.91218], [4.57531, -1.41746, 5.40394], [4.03969, -2.43453, 2.56396], [5.53983, -1.66076, 3.09216], [4.24660, 0.18963, 3.59871], [-4.78381, -1.11554, 1.24161], [-4.03099, -1.11851, -0.07499], [-2.87342, -0.29057, -0.00813], [-5.08322, -0.09930, 1.50546], [-5.67387, -1.74265, 1.18422], [-4.15045, -1.48720, 2.04924], [-4.65879, -0.72931, -0.87598], [-3.72677, -2.13716, -0.33895], [-2.30743, -0.63961, 0.69243], [-6.67352, -5.12729, 3.15997], [-5.89445, -5.11344, 1.85784], [-4.73569, -4.28860, 1.95820], [-6.97363, -4.11529, 3.43377], [-7.56665, -5.74840, 3.07634], [-6.05668, -5.51398, 3.97480], [-6.50476, -4.70897, 1.05167], [-5.58893, -6.12807, 1.58180], [-4.18289, -4.64546, 2.66194], [1.42046, -3.58435, -3.03375], [2.46054, -4.57517, -2.55007], [1.84033, -5.78718, -2.11816], [0.70558, -3.36629, -2.23881], [1.88710, -2.65305, -3.35557], [0.85304, -3.99634, -3.87223], [3.01012, -4.17004, -1.70149], [3.17817, -4.80693, -3.34448], [1.36166, -6.15329, -2.86935], [4.67674, -4.40713, -6.38740], [3.34082, -3.71097, -6.57391], [3.27042, -2.51171, -5.80747], [4.83938, -4.64263, -5.33488], [4.72199, -5.33161, -6.96527], [5.49712, -3.75900, -6.70452], [2.52599, -4.35164, -6.23863], [3.17713, -3.47104, -7.62962], [3.98020, -1.93169, -6.10395]], "forces_ev_per_a": [[-0.2649, 0.0484, -0.7100], [0.4556, -0.3795, 0.2873], [-0.4589, 0.5900, -0.2079], [0.4470, 0.6464, 0.1968], [-0.5550, 0.2165, 1.2222], [0.1078, -0.1039, -1.3991], [-0.1176, 1.2833, 0.5886], [0.0709, -1.0570, -1.0380], [0.6742, 1.2066, 1.3342], [-0.8172, 0.8903, -1.5406], [-0.2037, -1.6801, 0.3163], [-0.7154, -1.3537, -0.3464], [-0.0193, -0.2075, -1.5353], [0.6767, 1.4265, 1.1392], [0.0106, 1.4417, 1.0824], [1.4492, 0.6148, -0.4067], [-1.1763, -1.7750, -0.8062], [0.5823, -0.2981, -0.7797], [-1.7374, -0.7884, 0.5500], [1.2460, -0.9758, 0.0597], [0.0538, 1.4402, 0.5887], [-0.0585, 0.1224, 1.3605], [0.0760, -1.3077, -0.6323], [0.2527, -0.1615, 0.2359], [-0.0002, 0.0669, 0.5007], [0.0518, 0.0457, 0.0546], [0.2996, 0.3984, -0.0838], [-0.0738, -0.0998, 0.0994], [-0.0593, -0.0707, -0.0055], [0.1255, 0.0039, 0.0394], [-0.0327, -0.0157, -0.1035], [-0.0935, 0.1232, 0.0351], [-0.0765, -0.1931, -0.0368], [-0.0748, -0.0005, 0.0000], [-0.0557, 0.0104, -0.0424], [-0.0611, -0.2101, -0.2096], [-0.1793, 0.0761, 0.0415], [0.0530, 0.0625, 0.0427], [-0.0102, -0.0517, -0.0360], [0.0853, -0.0538, 0.0447], [-0.1073, 0.0480, 0.0228], [0.1070, 0.0388, 0.0189], [0.0392, 0.0519, -0.0118], [-0.0373, -0.0633, -0.0190], [0.0859, 0.3182, 0.3680], [-0.0749, -0.1011, -0.1636], [-0.0011, -0.0418, -0.0433], [0.0100, 0.0182, 0.0309], [0.0786, -0.0436, -0.0030], [-0.0246, 0.0911, -0.0805], [0.0078, -0.1513, -0.0217], [-0.0503, -0.0267, -0.0549], [-0.0609, 0.1623, 0.0022], [0.2342, -0.0753, 0.3100], [-0.0273, 0.0270, -0.0826], [-0.0270, 0.0097, -0.0846], [0.0312, -0.0433, 0.0606], [-0.0374, -0.1188, -0.0280], [0.0910, 0.0571, -0.0478], [-0.1620, -0.0493, -0.0425], [0.0293, -0.0081, -0.0771], [-0.0198, 0.0673, -0.0048], [0.1805, -0.0965, 0.3079], [0.0170, 0.0110, -0.0969], [-0.0337, -0.0006, -0.0502], [0.0148, -0.0131, 0.0261], [-0.0268, -0.0848, -0.0224], [0.0954, 0.0606, -0.0458], [-0.1383, -0.0271, -0.0695], [-0.0546, 0.0343, -0.0350], [0.0177, 0.1200, 0.0743], [-0.3599, -0.1476, -0.2902], [0.1441, -0.0275, 0.1796], [0.0497, 0.0020, 0.0388], [-0.0271, -0.0236, -0.0835], [0.0777, 0.0374, -0.0708], [-0.0128, -0.1289, 0.0716], [0.0770, 0.1586, 0.0182], [0.0171, 0.0320, 0.0677], [-0.0214, -0.0219, 0.0570], [0.3159, 0.2116, -0.0475], [-0.0873, -0.0633, 0.0647], [-0.0417, -0.0375, -0.0052], [0.0286, 0.0146, -0.0086], [-0.0097, -0.0313, -0.0835], [-0.0596, 0.0925, 0.0456], [-0.0594, -0.1483, -0.0293], [-0.0643, -0.0203, 0.0388]]}